A cluster of 12 separate species, C27H78O21 in total. Source: OMol25; level of theory: ωB97M-V with the def2-TZVPD basis set.

Its SMILES is CC(C)O.CC(C)O.CC(C)O.OCCO.OCCO.OCCO.OCCO.OCCO.OCCO.OCCO.OCCO.OCCO. For the LUMO energy, the calculation gives 0.0865 eV. For the energy above the lowest of the compared OMol25 structures with the same formula, charge and spin, the calculation gives 575.7 kJ/mol.

```
126
C27H78O21 (ωB97M-V with the def2-TZVPD basis set)
C -2.89 -25.59 15.90
C -2.95 -27.04 16.35
C -4.18 -27.77 15.76
O -1.73 -27.79 16.10
H -2.10 -24.93 16.25
H -3.84 -25.10 16.16
H -2.72 -25.45 14.83
H -2.91 -27.09 17.44
H -4.15 -27.93 14.68
H -5.05 -27.24 16.13
H -4.09 -28.75 16.21
H -1.60 -27.94 15.16
C 12.47 -17.53 8.01
C 12.53 -18.50 9.23
C 11.37 -19.45 9.22
O 13.67 -19.30 8.90
H 13.41 -17.04 7.78
H 11.69 -16.79 8.23
H 12.26 -18.10 7.11
H 12.62 -17.92 10.15
H 11.34 -19.90 8.23
H 10.41 -18.97 9.44
H 11.38 -20.25 9.95
H 13.92 -19.86 9.64
C 3.88 -19.37 13.30
C 4.73 -19.71 14.46
C 5.72 -18.56 14.76
O 3.91 -19.90 15.69
H 4.47 -19.29 12.38
H 3.37 -18.40 13.31
H 3.00 -19.98 13.15
H 5.21 -20.69 14.39
H 5.29 -17.56 14.83
H 6.42 -18.47 13.92
H 6.25 -18.66 15.71
H 3.54 -20.78 15.73
C 14.46 -14.03 17.48
C 13.50 -15.15 17.09
O 12.26 -15.06 17.82
O 14.26 -12.84 16.77
H 15.54 -14.17 17.41
H 14.32 -13.80 18.54
H 13.85 -16.13 17.40
H 13.35 -15.21 16.01
H 11.82 -14.28 17.46
H 15.00 -12.25 16.93
C -3.26 -23.88 6.69
C -2.75 -24.72 5.54
O -3.68 -24.50 4.49
O -2.29 -23.95 7.67
H -4.17 -24.24 7.15
H -3.50 -22.89 6.30
H -2.69 -25.77 5.83
H -1.85 -24.27 5.13
H -3.36 -25.02 3.76
H -1.80 -23.13 7.71
C 3.49 -20.15 5.07
C 4.92 -20.76 5.23
O 5.14 -20.72 6.67
O 3.41 -18.75 5.43
H 2.75 -20.76 5.59
H 3.18 -20.46 4.08
H 5.60 -20.06 4.75
H 5.10 -21.79 4.90
H 4.70 -21.43 7.13
H 3.99 -18.60 6.18
C 4.55 -19.85 22.02
C 4.05 -18.42 22.28
O 5.10 -17.49 22.24
O 5.22 -20.45 23.14
H 5.22 -19.80 21.16
H 3.70 -20.51 21.82
H 3.59 -18.36 23.27
H 3.27 -18.12 21.58
H 5.84 -17.85 22.73
H 4.92 -21.34 23.34
C 4.68 -26.21 14.92
C 6.21 -26.48 15.21
O 6.45 -27.32 16.31
O 3.98 -25.60 15.98
H 4.14 -27.15 14.85
H 4.47 -25.66 14.01
H 6.83 -25.59 15.22
H 6.59 -26.88 14.27
H 5.83 -27.03 16.99
H 3.24 -26.14 16.30
C 4.41 -11.37 18.21
C 4.71 -9.84 18.45
O 5.65 -9.18 17.60
O 5.58 -12.15 18.42
H 4.10 -11.70 17.22
H 3.67 -11.67 18.95
H 4.97 -9.78 19.51
H 3.82 -9.23 18.27
H 6.48 -9.67 17.71
H 5.43 -12.82 19.09
C -2.76 -17.56 9.36
C -3.77 -18.29 10.15
O -4.80 -17.43 10.61
O -1.77 -18.45 8.98
H -2.44 -16.64 9.85
H -3.11 -17.25 8.38
H -3.42 -18.84 11.02
H -4.38 -19.03 9.62
H -5.55 -17.99 10.85
H -1.01 -18.04 8.57
C 9.74 -11.30 12.28
C 8.59 -11.25 13.24
O 9.13 -11.55 14.55
O 10.21 -12.59 11.98
H 10.55 -10.63 12.57
H 9.46 -10.76 11.38
H 7.89 -11.94 12.76
H 8.26 -10.22 13.16
H 8.38 -11.81 15.09
H 11.02 -12.68 12.50
C -2.58 -16.97 17.24
C -1.28 -17.23 18.01
O -0.29 -16.38 17.56
O -3.73 -17.33 17.92
H -2.58 -17.61 16.36
H -2.61 -15.88 17.15
H -0.86 -18.24 17.98
H -1.43 -17.10 19.08
H 0.56 -16.80 17.39
H -3.66 -17.59 18.84
```

Löwdin population analysis, charges in e, atoms 1 to 99: C -0.07; C -0.47; C -0.05; O -0.07; H 0.07; H 0.08; H 0.08; H 0.13; H 0.08; H 0.08; H 0.07; H 0.08; C -0.06; C -0.48; C -0.08; O -0.07; H 0.08; H 0.08; H 0.08; H 0.13; H 0.08; H 0.08; H 0.08; H 0.09; C -0.09; C -0.44; C -0.06; O -0.09; H 0.08; H 0.08; H 0.08; H 0.13; H 0.08; H 0.08; H 0.08; H 0.07; C -0.27; C -0.21; O -0.07; O -0.07; H 0.12; H 0.11; H 0.12; H 0.12; H 0.08; H 0.08; C -0.29; C -0.24; O -0.08; O -0.05; H 0.12; H 0.13; H 0.12; H 0.12; H 0.08; H 0.09; C -0.24; C -0.19; O -0.10; O -0.06; H 0.10; H 0.11; H 0.12; H 0.11; H 0.08; H 0.07; C -0.23; C -0.26; O -0.06; O -0.08; H 0.12; H 0.11; H 0.11; H 0.12; H 0.08; H 0.08; C -0.23; C -0.25; O -0.05; O -0.08; H 0.11; H 0.11; H 0.11; H 0.11; H 0.08; H 0.09; C -0.22; C -0.22; O -0.07; O -0.09; H 0.11; H 0.11; H 0.11; H 0.11; H 0.07; H 0.08; C -0.28; C -0.26; O -0.08

A structure of composition C27H80O35P8S. Source: OMol25; level of theory: ωB97M-V with the def2-TZVPD basis set.

For the LUMO energy, the calculation gives 0.2161 eV. For the energy above the lowest of the compared OMol25 structures with the same formula, charge and spin, the calculation gives 4884.8 kJ/mol.

```
151
C27H80O35P8S (ωB97M-V with the def2-TZVPD basis set)
O 3.63 -2.39 -3.80
S 2.88 -2.29 -2.56
O 1.41 -2.40 -2.57
O 3.47 -3.28 -1.43
C 4.62 -4.07 -1.55
C 4.41 -5.15 -0.56
C 3.26 -0.75 -1.58
H 5.44 -3.40 -1.31
H 4.83 -4.49 -2.53
H 5.17 -5.93 -0.47
H 3.52 -5.67 -0.89
H 4.19 -4.78 0.44
H 2.79 -0.86 -0.60
H 2.76 0.02 -2.17
H 4.34 -0.61 -1.56
C 1.90 1.89 -1.09
O 0.73 1.48 -0.45
P 0.60 0.15 0.40
O 1.68 -0.06 1.37
O -0.94 0.10 0.99
C -1.49 1.22 1.66
O 0.72 -1.12 -0.72
C 0.08 -1.17 -2.02
H 2.62 1.07 -1.18
H 2.26 2.81 -0.64
H 1.67 2.10 -2.14
H -1.94 1.04 2.64
H -2.17 1.77 1.02
H -0.67 1.88 1.92
H -0.34 -0.23 -2.38
H -0.79 -1.82 -2.13
H 0.87 -1.49 -2.70
C -4.35 -4.00 -0.79
O -4.56 -3.64 -2.20
P -4.64 -2.10 -2.78
O -4.78 -2.14 -4.26
O -6.03 -1.50 -2.11
C -6.20 -1.27 -0.74
O -3.38 -1.37 -2.14
C -2.15 -2.02 -2.31
H -5.32 -4.30 -0.40
H -3.83 -3.21 -0.24
H -3.66 -4.84 -0.75
H -6.99 -1.85 -0.26
H -6.45 -0.21 -0.70
H -5.26 -1.47 -0.25
H -1.56 -1.39 -2.98
H -2.24 -3.05 -2.67
H -1.69 -2.23 -1.35
C 0.12 1.59 -4.52
O 0.46 2.26 -3.29
P 1.12 3.76 -3.56
O 1.57 4.51 -2.37
O 2.30 3.61 -4.72
C 3.39 2.64 -4.58
O -0.03 4.50 -4.36
C -1.32 4.72 -3.90
H 0.09 2.13 -5.46
H -0.95 1.38 -4.55
H 0.73 0.73 -4.78
H 3.02 1.81 -3.98
H 4.15 3.16 -3.99
H 3.82 2.31 -5.52
H -1.50 4.43 -2.86
H -2.04 4.07 -4.41
H -1.62 5.76 -4.04
C 3.96 0.37 0.29
O 4.95 1.41 0.49
P 4.65 2.69 1.42
O 5.86 3.51 1.71
O 3.48 3.45 0.57
C 3.84 3.96 -0.71
O 3.79 2.18 2.71
C 4.43 1.24 3.62
H 2.97 0.40 0.75
H 4.29 -0.61 0.63
H 3.75 0.26 -0.77
H 4.84 4.39 -0.68
H 3.18 4.79 -0.97
H 3.78 3.17 -1.46
H 3.76 0.62 4.21
H 5.01 1.75 4.40
H 5.20 0.56 3.27
C 3.58 -5.96 1.89
O 3.44 -4.92 2.92
P 2.62 -3.57 2.58
O 2.78 -2.64 3.72
O 3.18 -3.02 1.19
C 2.85 -1.73 0.69
O 1.09 -4.13 2.23
C 0.26 -4.54 3.34
H 3.07 -5.58 1.01
H 3.26 -6.89 2.37
H 4.61 -6.14 1.57
H 2.40 -1.11 1.47
H 2.14 -1.89 -0.12
H 3.75 -1.19 0.42
H 0.55 -4.04 4.26
H 0.24 -5.63 3.42
H -0.78 -4.31 3.13
C -0.99 0.73 5.57
O -1.46 0.91 4.25
P -2.97 1.41 4.13
O -3.99 0.59 4.72
O -2.90 2.98 4.64
C -2.26 3.96 3.81
O -3.18 1.54 2.52
C -4.49 1.71 1.89
H -1.00 -0.35 5.74
H -1.48 1.27 6.38
H 0.04 1.05 5.74
H -1.40 4.49 4.22
H -3.03 4.68 3.56
H -1.99 3.50 2.86
H -4.43 1.28 0.89
H -4.73 2.77 1.76
H -5.29 1.20 2.43
C -0.47 -3.05 0.13
O -0.83 -1.90 0.89
P -2.12 -2.08 1.86
O -3.01 -3.23 1.53
O -1.39 -2.19 3.28
C -0.70 -1.12 3.83
O -2.80 -0.63 1.81
C -3.49 -0.34 0.68
H -0.48 -2.87 -0.94
H -1.00 -3.97 0.36
H 0.58 -3.25 0.35
H -1.36 -0.27 3.99
H 0.14 -0.98 3.16
H -0.23 -1.36 4.79
H -3.06 0.46 0.08
H -4.44 0.11 0.99
H -3.74 -1.18 0.03
C -3.67 4.99 -0.61
O -3.30 3.62 -0.33
P -2.47 2.73 -1.41
O -2.50 3.13 -2.84
O -0.97 2.73 -0.79
C -0.17 3.94 -0.79
O -2.95 1.19 -1.05
C -2.86 0.20 -2.06
H -3.13 5.37 -1.46
H -3.45 5.56 0.30
H -4.73 5.09 -0.86
H -0.09 4.20 0.26
H -0.59 4.75 -1.39
H 0.83 3.75 -1.18
H -2.33 -0.63 -1.58
H -2.33 0.42 -2.99
H -3.84 -0.18 -2.34
```

Löwdin population analysis, charges in e, atoms 1 to 99: O -0.27; S 0.84; O -0.20; O -0.26; C -0.25; C -0.10; C -0.18; H 0.13; H 0.13; H 0.10; H 0.11; H 0.02; H 0.00; H 0.09; H 0.14; C -0.14; O -0.17; P 0.73; O -0.21; O -0.23; C -0.15; O -0.27; C -0.17; H 0.05; H 0.06; H 0.05; H 0.00; H 0.09; H 0.12; H 0.10; H -0.03; H -0.11; C -0.07; O -0.23; P 0.52; O -0.22; O -0.19; C -0.11; O -0.37; C -0.15; H 0.10; H 0.03; H 0.09; H 0.10; H 0.10; H 0.04; H 0.12; H 0.16; H 0.08; C -0.09; O -0.26; P 0.54; O -0.25; O -0.22; C -0.05; O -0.18; C -0.14; H 0.10; H 0.09; H 0.10; H 0.06; H 0.09; H 0.10; H 0.01; H 0.09; H 0.10; C -0.14; O -0.15; P 0.48; O -0.25; O -0.24; C -0.12; O -0.21; C -0.09; H 0.06; H 0.09; H -0.01; H 0.10; H 0.09; H 0.07; H 0.09; H 0.08; H 0.09; C -0.09; O -0.20; P 0.48; O -0.24; O -0.18; C -0.18; O -0.26; C -0.08; H 0.05; H 0.10; H 0.08; H 0.01; H 0.07; H 0.00; H 0.09; H 0.09

A cluster of 14 separate species, C27H82O14 in total. Source: OMol25; level of theory: ωB97M-V with the def2-TZVPD basis set.

As for the net charge: +1. For the LUMO energy (spin up / spin down), the calculation gives -2.2880 / -8.8827 eV. For the energy above the lowest of the compared OMol25 structures with the same formula, charge and spin, the calculation gives 108.3 kJ/mol. Its spin multiplicity is 2. The expectation value of S² is 0.75.

```
123
C27H82O14 (ωB97M-V with the def2-TZVPD basis set)
C -0.19 2.50 5.95
C -0.70 2.59 4.53
C 0.35 2.67 3.39
O -1.62 1.62 4.24
H -0.90 1.94 6.56
H 0.03 3.49 6.36
H 0.71 1.89 6.05
H -1.24 3.54 4.52
H 1.09 1.91 3.63
H 0.89 3.62 3.32
H -0.06 2.52 2.39
H -1.15 0.82 3.99
C -1.82 -2.01 3.96
C -0.47 -1.70 4.50
C 0.51 -2.87 4.46
O 0.02 -0.61 3.71
H -1.80 -2.22 2.89
H -2.48 -1.15 4.09
H -2.23 -2.89 4.45
H -0.55 -1.31 5.52
H 0.89 -3.17 3.48
H 0.08 -3.78 4.87
H 1.37 -2.56 5.05
H 0.12 -1.00 2.84
C -1.26 -2.46 -3.30
C -1.47 -2.78 -4.78
C -2.36 -1.76 -5.52
O -0.18 -2.67 -5.36
H -2.18 -2.48 -2.71
H -0.74 -1.51 -3.15
H -0.67 -3.26 -2.87
H -1.90 -3.78 -4.84
H -2.40 -1.98 -6.59
H -1.93 -0.77 -5.36
H -3.38 -1.70 -5.14
H -0.32 -2.14 -6.15
C -1.65 -1.02 -0.13
C -0.17 -0.76 -0.24
C 0.17 0.69 -0.26
O 0.43 -1.37 0.89
H -1.89 -2.08 -0.11
H -2.23 -0.50 -0.90
H -2.00 -0.65 0.84
H 0.31 -1.23 -1.10
H -0.36 1.17 0.57
H -0.04 1.11 -1.25
H 1.24 0.77 -0.08
H 1.39 -1.37 0.79
C 1.46 -4.30 -0.52
C 0.41 -4.90 0.42
C -0.90 -5.14 -0.33
O 0.82 -6.14 0.93
H 1.22 -3.26 -0.72
H 1.54 -4.83 -1.46
H 2.48 -4.24 -0.12
H 0.13 -4.19 1.20
H -1.67 -5.61 0.28
H -0.72 -5.79 -1.18
H -1.20 -4.17 -0.72
H 1.78 -6.22 0.93
C 5.09 4.33 -2.37
C 4.82 3.20 -1.39
C 3.37 2.68 -1.50
O 5.58 2.05 -1.71
H 4.70 4.11 -3.36
H 6.16 4.52 -2.39
H 4.59 5.22 -1.98
H 4.98 3.59 -0.39
H 2.77 3.54 -1.20
H 3.28 1.79 -0.88
H 3.21 2.46 -2.55
H 6.50 2.25 -1.86
C 0.25 5.48 0.46
C -1.12 4.97 -0.07
O -2.11 5.68 0.69
H 0.30 6.55 0.29
H 1.09 5.03 -0.07
H 0.34 5.24 1.52
H -1.19 3.89 -0.01
H -1.19 5.17 -1.13
H -2.88 5.10 0.62
C 0.79 1.23 -4.26
O -0.63 1.34 -4.38
H 1.08 0.45 -3.55
H 1.30 0.90 -5.17
H 1.12 2.22 -3.98
H -0.79 1.28 -5.33
C -4.81 -1.54 1.81
O -4.51 -2.35 0.68
H -4.96 -2.18 2.67
H -3.98 -0.90 2.13
H -5.62 -0.81 1.82
H -4.34 -1.77 -0.06
C 3.80 -1.98 1.39
O 3.10 -1.20 0.48
H 4.09 -2.91 0.91
H 4.66 -1.41 1.73
H 3.23 -2.19 2.29
H 3.66 -1.21 -0.30
C 2.77 -2.06 -3.83
O 2.46 -3.29 -4.44
H 3.84 -1.84 -3.80
H 2.31 -1.31 -4.47
H 2.40 -2.01 -2.81
H 1.53 -3.19 -4.65
C -6.05 -0.32 -1.51
O -4.68 -0.29 -1.52
H -6.46 -1.23 -1.08
H -6.53 0.54 -1.05
H -6.44 -0.31 -2.52
H -4.40 0.40 -2.12
C 4.11 1.73 2.32
O 4.30 2.62 3.38
H 4.09 0.71 2.70
H 3.18 1.93 1.78
H 4.96 1.77 1.63
H 4.26 3.52 3.04
C -3.97 2.65 0.08
O -3.94 3.53 1.19
H -3.11 1.99 0.20
H -4.85 2.01 0.15
H -3.97 3.06 -0.93
H -4.17 3.06 1.99
```

Löwdin population analysis, charges in e, atoms 1 to 99: C 0.04; C -0.38; C 0.03; O 0.29; H 0.10; H 0.12; H 0.11; H 0.16; H 0.08; H 0.10; H 0.08; H 0.09; C -0.05; C -0.46; C -0.03; O -0.08; H 0.09; H 0.07; H 0.10; H 0.14; H 0.07; H 0.09; H 0.08; H 0.05; C -0.04; C -0.44; C -0.04; O -0.06; H 0.08; H 0.07; H 0.07; H 0.14; H 0.09; H 0.06; H 0.08; H 0.09; C -0.04; C -0.48; C -0.03; O -0.08; H 0.07; H 0.07; H 0.07; H 0.12; H 0.06; H 0.09; H 0.06; H 0.03; C -0.04; C -0.49; C -0.04; O -0.03; H 0.05; H 0.09; H 0.06; H 0.11; H 0.09; H 0.09; H 0.05; H 0.09; C -0.05; C -0.51; C -0.05; O -0.05; H 0.09; H 0.08; H 0.08; H 0.12; H 0.07; H 0.06; H 0.07; H 0.09; C -0.07; C -0.31; O -0.07; H 0.08; H 0.05; H 0.05; H 0.09; H 0.11; H 0.03; C -0.16; O -0.13; H 0.05; H 0.08; H 0.07; H 0.07; C -0.17; O -0.10; H 0.08; H 0.04; H 0.08; H 0.02; C -0.15; O -0.13; H 0.09; H 0.08; H 0.09; H 0.11